62
Properties=species:S:1:pos:R:3:forces:R:3 method="wB97M-V/def2-TZVPD" spin_multiplicity=1 charge=+3 de_lowest_kcal_mol=3.25 energy_ev=-54461.4049
H -2.36744 1.69385 8.43033 0.0 0.0 0.0
H -4.20931 -1.82460 -3.10868 0.0 0.0 0.0
C -0.98599 -1.79650 -2.83138 -0.1 0.2 0.1
H 5.67189 -0.03097 -3.16720 0.0 0.0 0.0
C 4.67659 0.29893 -2.92499 0.0 0.1 0.0
N 4.16322 1.47399 -3.39147 0.0 -0.1 0.0
H 2.11999 5.70595 -4.94047 0.0 0.0 0.0
H -2.69794 -2.16490 -5.45453 0.0 0.0 0.0
C -0.52751 -4.21322 -2.76645 0.0 0.0 0.0
C 0.79855 -0.26154 4.81530 -0.1 0.1 -0.1
C -0.09698 4.01604 -3.05250 0.0 0.0 0.0
C -1.20667 -1.40413 7.53167 -0.4 -0.1 -0.1
H -3.51008 -0.38346 -3.85648 0.0 0.0 0.0
Sn 0.72825 0.23143 -0.84194 0.2 -0.2 0.0
C 1.28904 -2.57464 -2.51339 0.1 0.0 0.0
C -0.07281 1.82114 3.29173 0.0 0.1 0.0
C 0.71226 2.87829 -2.70750 0.0 -0.1 0.0
H 1.17674 -1.10583 5.37351 0.0 0.0 0.0
C 2.90602 1.62915 -2.92188 0.0 0.0 0.0
C -3.39337 -0.19009 8.64589 -0.2 0.1 0.0
C -0.21793 1.92178 4.67132 0.1 0.0 0.0
H -0.19864 5.87718 -4.07448 0.0 0.0 0.0
N -0.70524 -0.62944 -2.22146 0.1 -0.2 -0.3
H -0.64895 2.80919 5.11439 0.0 0.0 0.0
H -4.27464 0.25115 9.09651 0.0 0.0 0.0
O 0.19451 1.98255 -1.97392 -0.2 0.2 0.1
H -3.24185 -0.73360 -2.12660 0.0 0.0 0.0
H 4.65589 2.10385 -4.00523 0.0 0.0 0.0
C -3.33918 -1.16965 -3.11746 0.0 0.0 0.0
H -1.36326 -3.20645 -4.95752 0.0 0.0 0.0
C -2.31699 -2.09770 7.98439 0.2 -0.2 -0.1
S 0.08251 1.00943 7.18840 -0.6 0.5 0.1
C 3.69956 -0.25128 -2.15639 0.0 0.0 0.0
H 3.53692 3.81317 -4.40540 0.0 0.0 0.0
C -1.24384 -0.01694 7.67555 0.6 0.1 -0.2
H -0.22526 -4.76064 -3.65835 0.0 0.0 0.0
N -0.10031 -2.80921 -2.83150 -0.1 -0.1 0.1
C -2.33194 0.62572 8.26639 0.0 -0.1 0.4
C 0.22550 0.84527 5.42433 0.2 -0.4 0.1
N -3.38986 -1.51028 8.51381 0.1 0.1 0.0
H 1.46476 -2.51408 -1.42847 0.0 0.0 0.0
H -2.34172 -3.17901 7.92110 0.0 0.0 0.0
C 0.89846 -0.23418 3.43044 0.0 0.0 0.0
N 0.47601 0.77808 2.67438 -0.1 0.0 0.2
C 2.53366 3.82233 -4.00197 0.0 0.0 0.0
C 2.07190 2.78738 -3.21696 0.0 0.0 0.0
N -2.16247 -1.96513 -3.45254 -0.1 -0.1 0.1
C 1.72563 4.91978 -4.31054 0.0 0.0 0.0
C -2.31851 -2.79596 -4.65039 0.0 0.0 0.1
C 0.40345 5.01390 -3.82671 0.0 0.0 0.0
H 1.35658 -1.07079 2.91583 0.0 0.0 0.0
H 1.88060 -3.41075 -2.88280 0.0 0.0 0.0
H -0.06396 -4.67678 -1.89534 0.0 0.0 0.0
H -3.02745 -3.60490 -4.47622 0.0 0.0 0.0
H -0.40483 2.64293 2.66857 0.0 0.0 0.0
H 3.72508 -1.17617 -1.60613 0.0 0.0 0.0
H -1.10558 4.03339 -2.66276 0.0 0.0 0.0
H 1.64381 -1.67785 -3.01485 0.0 0.0 0.0
N 2.60044 0.57393 -2.16281 0.0 0.0 -0.1
H -1.60451 -4.27249 -2.65184 0.0 0.0 0.0
H -1.36755 0.08130 -2.50878 0.1 0.1 -0.1
H -0.35525 -1.92796 7.12244 0.0 0.0 0.0


56
Properties=species:S:1:pos:R:3:forces:R:3 method="wB97M-V/def2-TZVPD" spin_multiplicity=2 charge=+2 s_squared=1.054 de_lowest_kcal_mol=10.90 energy_ev=-49071.6547
H -0.63256 1.82637 3.62772 0.0 0.0 0.0
H 3.21960 -2.23836 0.29536 0.0 0.0 0.0
H 3.72389 -2.44109 1.97122 0.0 0.0 0.0
H -1.81009 4.73147 -2.56845 0.0 0.0 0.0
H -3.92291 4.44043 -1.32497 0.0 0.0 0.0
C 1.45844 2.63648 1.75183 0.0 -0.1 0.0
H 0.80024 -2.46945 -1.69354 0.0 0.0 0.0
C -0.01632 1.02144 4.02478 0.0 0.0 0.0
H 2.00734 -0.04480 -2.42026 0.0 0.0 0.0
C 3.39707 0.62529 0.19854 0.0 0.0 0.0
H -2.75587 0.48484 -0.21492 0.0 0.0 0.0
H -2.57749 -0.15968 -3.04957 0.0 0.0 0.0
H 1.76932 2.94482 0.75582 0.0 0.0 0.0
N -1.42563 -1.36794 1.12116 -0.1 -0.2 0.3
H 4.32916 0.82321 0.73311 0.0 0.0 0.0
H -3.38853 -2.11780 -4.30521 0.0 0.0 0.0
H 0.63461 -2.97597 3.21605 0.0 0.0 0.0
H 0.07337 -1.82302 4.43325 0.0 0.0 0.0
C -3.45937 2.44927 -0.67933 0.0 0.0 0.0
C 1.52928 1.15221 1.92540 0.0 0.2 -0.1
C -2.01927 -1.08674 -3.02199 0.0 -0.1 0.0
C 2.14281 -1.05283 1.73222 0.1 -0.3 -0.1
H 0.62193 1.45038 4.80119 0.0 0.0 0.0
C 2.35518 0.25698 1.20608 0.3 0.2 -0.2
H 0.94416 0.94794 -3.42738 0.0 0.0 0.0
H 2.22883 -3.18198 1.41610 0.0 0.0 0.0
H -0.15327 2.92582 -2.63591 0.0 0.0 0.0
C 0.85134 0.41239 2.97172 -0.3 0.1 -0.4
C -2.37010 -2.03064 1.55478 0.7 0.5 -0.3
C -1.76205 -3.38065 -3.70611 0.0 0.0 0.0
C -2.47542 -2.19144 -3.72956 0.0 0.1 0.0
C 0.89757 -2.07512 3.77030 -0.1 0.0 0.0
C -0.83760 -1.18873 -2.29263 0.0 0.0 0.1
C -0.58462 -3.48269 -2.97346 0.0 0.0 0.0
H -0.03120 -4.41223 -2.96067 0.0 0.0 0.0
H 1.76532 -2.31800 4.38805 0.0 0.0 0.0
H 0.45768 3.02449 1.93627 0.0 0.0 0.0
C 1.26100 -0.94238 2.86625 0.0 -0.1 -0.2
H -4.39016 2.32184 -0.14264 0.0 0.0 0.0
H 2.13148 3.10797 2.47206 0.0 0.0 0.0
C -2.53170 1.42099 -0.71274 0.0 0.0 0.0
C 2.85811 -2.29822 1.31954 0.0 0.0 0.0
H -2.12239 -4.23455 -4.26467 0.0 0.0 0.0
H 3.14457 1.52635 -0.35264 0.0 0.0 0.0
Re 0.14295 -0.36215 0.91533 -0.6 -0.2 1.2
C -1.33313 1.58095 -1.41999 -0.1 0.0 0.0
C -0.12113 -2.38873 -2.26307 0.0 0.0 0.0
C 1.27862 0.76415 -2.40587 -0.1 0.0 -0.1
H 1.73539 1.66401 -2.00162 0.0 0.0 0.0
C -1.07155 2.78155 -2.08248 0.0 0.0 0.1
H -0.66762 0.28844 4.49484 0.0 0.0 0.0
H 3.58877 -0.17634 -0.51142 0.0 0.0 0.0
P -0.14816 0.23313 -1.43730 0.5 0.3 -0.2
C -3.19550 3.63958 -1.34571 0.0 0.0 0.0
S -3.53720 -2.84656 2.08967 -0.4 -0.3 0.1
C -2.00719 3.80531 -2.04454 0.0 0.0 0.0


75
Properties=species:S:1:pos:R:3:forces:R:3 method="wB97M-V/def2-TZVPD" spin_multiplicity=1 charge=0 energy_ev=-231944.0367
O 3.03486 2.93232 0.46794 0.0 -2.0 0.5
C -8.12647 0.84265 0.73764 0.1 0.0 1.0
H 2.36959 -0.20160 5.86085 0.0 -0.6 -0.1
Br 4.07456 -2.75941 3.50752 -0.5 0.1 0.0
C 1.26022 -0.45844 -0.53770 0.2 -1.0 0.4
O 4.83766 3.20911 -4.95924 0.2 0.1 -0.4
H 2.30057 -1.00137 3.55391 0.2 -0.3 0.2
F -7.59028 1.90990 2.71360 0.2 -1.6 0.6
H 0.37680 0.15667 -0.33099 0.3 0.0 -0.4
C 2.57379 -1.76041 4.30192 -0.5 0.5 0.8
H 1.76515 -2.53703 2.03649 -0.2 0.1 -0.2
H 0.45366 -2.49591 -1.05926 -0.3 0.3 0.3
N 0.77658 -2.30461 2.14463 0.1 0.0 0.1
H 2.96256 4.17043 2.17691 0.0 -0.2 -0.4
C 0.88384 -1.95797 -0.20462 0.8 0.8 -0.1
H -5.15496 1.54297 2.14901 0.1 -0.4 -0.3
C 1.67543 1.20552 -2.38201 -0.4 -0.1 1.1
H -0.62722 -0.53175 -2.69079 -0.5 0.1 -0.4
C -4.02122 -1.04502 1.81910 -0.1 -0.1 0.1
C -7.17062 1.18464 1.63200 0.3 0.6 -1.0
N 3.17145 4.51014 -0.97537 -0.2 0.3 -1.8
C 3.13604 3.22073 -0.87598 -0.7 1.4 0.9
C -3.48849 -1.02637 0.49578 -0.5 0.1 0.1
H -4.19710 -0.73846 -0.29003 0.4 -0.2 0.1
N 7.19307 4.19806 -5.18824 -0.5 0.1 0.2
H -3.61639 -1.44032 3.87221 0.4 -0.1 -0.2
C 3.06791 -0.98532 5.53259 1.2 0.3 -0.4
B -1.92789 -1.25190 -1.40524 0.0 -1.0 -1.1
F 5.50627 4.98361 -3.54369 0.0 0.1 -0.1
H 1.86191 -2.44125 -0.02004 -0.6 -0.2 0.0
C -5.70684 0.80996 1.53688 -0.6 1.2 0.0
C 1.84753 -0.28975 -1.95760 -0.7 0.4 0.1
O 6.46624 2.87201 -3.19508 0.6 -0.1 -0.4
H -5.39463 0.94690 0.48947 0.0 -0.2 0.3
H -1.93213 -2.06778 -4.29648 -0.1 0.1 0.4
H 1.20237 1.31224 -3.36971 0.7 0.1 0.1
C -0.99940 -2.09500 3.68485 -0.7 0.4 -1.3
S 6.01702 3.67672 -4.29335 -0.9 -0.4 1.3
H -1.40830 -3.85781 -1.14965 -0.1 0.3 -0.2
O -1.28300 -0.22229 -2.05296 0.1 0.2 1.2
F 8.17641 5.66221 -6.82453 0.1 -0.5 0.4
C -3.20116 -1.41831 2.86261 -0.5 0.3 -0.9
H 0.97243 1.67372 -1.67297 0.2 -0.1 -0.4
H 2.04526 -0.18550 0.18937 -0.4 0.2 -0.2
F -9.23070 0.20736 1.13275 -0.4 1.4 -0.6
H -3.60342 -2.53803 -3.99436 0.4 0.2 0.1
H -5.71883 -0.65957 3.11001 -0.1 -0.4 -0.4
H 1.66498 -3.74953 4.43059 -0.4 0.3 0.2
H -1.44804 -2.14668 4.67513 0.4 0.0 -0.2
C -5.48158 -0.65597 2.03836 0.8 1.0 -0.5
C -2.18966 -1.33562 0.16363 0.0 0.3 0.4
C 3.01738 4.11113 1.09378 0.1 0.8 -1.0
H -2.30698 -4.38174 -2.58371 0.4 0.2 0.3
Br 0.60592 -2.48578 6.32278 -0.1 -0.4 -0.4
S 3.25013 2.11493 -2.23351 0.7 0.0 -0.1
H -0.79387 -3.52160 -2.82608 -0.2 0.2 0.4
C -1.30624 -1.68202 1.25605 -0.7 0.3 -0.6
C 1.31514 -2.71268 4.52417 1.0 0.8 -0.9
H 1.33821 -0.95856 -2.68266 0.1 0.2 0.3
S 6.75246 5.35966 -6.17364 0.5 1.4 -1.8
F -8.10295 1.12086 -0.55369 0.3 -1.4 0.1
H -3.10822 -0.87422 -3.68505 0.2 -0.3 0.3
H 2.90221 -0.59955 -1.94969 -0.3 0.2 -0.1
N 3.08758 5.09793 0.24443 0.2 -0.7 1.1
C -1.85616 -1.72394 2.58081 0.9 -0.4 0.9
C -2.77887 -1.91595 -3.59460 -0.5 -0.8 -0.9
C -1.69186 -3.55784 -2.17001 -0.9 -1.1 -0.5
H 3.39672 -1.62770 6.36109 -0.4 0.1 -0.2
H 3.97618 -0.44082 5.21252 -0.4 -0.2 0.1
O 5.98093 4.97215 -7.31223 -0.1 -0.5 0.3
N -2.50138 -2.33958 -2.22003 1.3 1.5 0.5
C 0.06601 -1.98106 1.05777 0.2 -0.6 0.4
H -6.12914 -1.30163 1.42852 0.1 0.0 0.5
O 6.43179 6.61228 -5.56749 -0.1 -0.3 0.4
C 0.29924 -2.35320 3.42466 -0.1 -0.6 1.8


65
Properties=species:S:1:pos:R:3:forces:R:3 method="wB97M-V/def2-TZVPD" spin_multiplicity=2 charge=+1 s_squared=0.765 de_lowest_kcal_mol=45.17 energy_ev=-141821.3130
C -2.38700 -0.47317 -0.35476 -0.4 0.0 -0.1
C 0.71629 -1.42800 -3.23055 0.2 0.0 0.0
C 3.57231 -0.36731 0.54153 0.0 0.0 -0.1
H -0.62980 1.21209 -4.86483 0.0 0.0 0.0
H 3.47273 0.61299 1.01679 0.0 0.0 0.1
C -3.19379 -2.61909 0.56255 0.0 0.0 0.0
C -1.74908 4.65271 1.37405 0.0 0.0 0.0
C 2.52568 -1.53400 2.35947 0.0 0.0 0.0
C -0.03749 3.07463 1.42793 0.0 -0.1 -0.2
H 3.09636 2.43995 -1.05151 0.0 0.0 0.0
H 3.36726 -1.24354 -1.37693 0.1 0.0 -0.1
C -2.82542 -3.79511 1.24774 -0.1 -0.1 0.0
H 2.13085 -2.54356 2.46206 0.1 0.0 0.0
C 1.68973 -0.56828 3.15630 0.0 0.2 0.0
C -1.05524 4.69749 2.75433 0.0 0.0 0.0
C -0.55553 -3.02555 1.26310 -0.2 -0.1 0.1
C -2.17496 -1.69076 0.30305 0.0 -0.3 0.2
O 2.33771 0.50979 -1.32644 0.0 -0.1 0.1
C 0.63249 -0.27042 -5.76566 0.0 0.0 0.0
H -0.57710 0.19041 -2.63933 0.0 0.0 0.0
H 2.09790 0.44575 3.08048 0.0 0.0 0.1
H 3.55680 -1.52968 2.71838 0.0 0.0 -0.1
C -0.60713 0.01546 3.36583 0.1 0.0 0.0
C -3.65627 -0.21601 -0.81211 -0.1 0.1 0.0
Ru 0.35938 -0.41277 0.02567 0.7 -1.7 -0.2
H -0.52855 5.63729 2.91758 0.0 0.0 0.0
H -2.79130 4.34397 1.44801 0.0 0.0 0.0
H 1.66378 -0.86649 4.20981 0.0 -0.1 0.0
H 3.28700 1.73650 -2.68558 0.0 0.0 0.0
H 1.68714 2.26154 -2.12181 0.0 0.0 0.0
H 1.88263 -1.90342 -6.37462 0.0 0.0 0.0
H 0.60454 3.39752 3.34389 0.0 0.0 0.0
C 1.35272 -1.43636 -5.55447 0.0 0.0 0.0
H 1.97053 -2.91983 -4.13452 0.0 0.0 0.0
S 1.10945 1.93254 0.90924 -0.2 0.4 0.4
H 4.52407 -0.81472 0.83857 0.0 -0.1 0.0
N -0.11401 3.57862 2.66521 0.0 0.1 0.0
H -1.70664 5.61147 0.86146 0.0 0.0 0.0
Se 0.80012 -2.31325 -1.52907 -0.5 0.7 -0.1
Cl -5.80517 -3.38071 0.38315 0.0 0.0 0.0
O 0.39971 -0.60379 2.58531 0.1 -0.2 0.4
C -1.51720 -3.99495 1.59206 0.0 0.0 0.0
H 4.39733 0.20337 -1.36769 0.0 0.1 0.1
Cl -3.96460 1.24648 -1.67824 0.0 0.0 0.0
H 0.49001 -3.17367 1.48564 0.0 0.0 0.0
H -1.13233 3.34605 -0.27956 0.0 -0.1 0.0
H -1.75617 4.54571 3.57229 0.0 0.0 0.0
C 1.39865 -2.01340 -4.29307 0.1 0.0 0.0
C 3.49134 -0.24551 -0.95802 -0.1 0.0 0.0
H 0.59542 0.17618 -6.75031 0.0 0.0 0.0
C -0.04805 0.31238 -4.70587 0.0 0.0 0.0
H -1.20565 -4.89566 2.10032 0.0 0.0 0.0
C 2.63011 1.81641 -1.81721 0.0 -0.1 -0.1
C -0.01435 -0.26314 -3.44232 0.0 0.0 -0.1
O -1.35341 0.33658 -0.47715 0.3 0.6 -0.4
H -3.58217 -4.53051 1.48432 0.0 0.0 0.0
H -0.76303 -0.53962 4.29419 0.0 0.0 0.0
C -4.70855 -1.12283 -0.57600 0.0 0.0 0.0
H -1.52276 0.00660 2.77662 0.0 0.0 0.0
H -0.34058 1.04964 3.59879 0.0 0.0 0.0
H -5.69898 -0.88069 -0.93527 0.0 0.0 0.0
N -0.88090 -1.91002 0.65573 0.0 0.3 0.3
O 2.49127 -1.22905 0.95762 -0.1 0.5 0.0
C -4.49362 -2.28908 0.10180 0.0 0.0 0.0
N -0.95450 3.65382 0.66203 -0.1 0.0 0.0